DFT (ωB97M-V/def2-TZVPD) results for a structure of composition C4H12CuN2S2.

Structure (ORCA input):
```
! RIJCOSX wB97M-V def2-TZVPD def2/J DEFGRID3
* xyz 1 1
Cu -0.02164 1.29266 0.02982
C -3.19801 1.92346 -0.03961
S -2.05129 0.84377 0.87912
C -2.08725 1.63031 2.52519
H -4.20940 1.56962 0.12752
H -2.96076 1.84363 -1.09467
H -3.08715 2.94751 0.29975
H -2.17423 2.70602 2.41528
H -1.16986 1.37281 3.04341
H -2.93249 1.23052 3.07550
C 1.87651 -2.76992 -1.76169
N 1.76425 -1.32745 -1.72713
C 2.17963 -0.55666 -0.73729
N 2.76068 -1.08003 0.33729
S 2.01049 1.15282 -0.84504
H 1.43437 -3.12784 -2.68512
H 1.33339 -3.21271 -0.92500
H 2.92136 -3.08718 -1.74074
H 1.40948 -0.85554 -2.54562
H 3.02655 -2.05157 0.36997
H 3.17540 -0.44423 0.99907
*
```

F_max (eV Å⁻¹): 0.65
E (a.u.): -2705.80089